Entry 1:
The following is a quantum chemistry calculation of a cluster of 2 separate species, CHCl2NO in total in a non-equilibrium geometry, from the Open Molecules 2025 dataset.

Geometry as XYZ:
```
6
Properties=species:S:1:pos:R:3
O 1.792 -3.022 2.466
N 1.184 -3.157 1.481
Cl -0.201 -3.473 -0.850
C 0.372 -3.365 0.638
Cl 0.524 -0.117 -0.774
H 0.623 0.580 0.263
```

Properties
F_max (eV/A): 5.70
Orbital gap (eV): 10.0
E_LUMO (eV): 0.36
SMILES: [O-][N+]#CCl.Cl
E (eV): -29632.07820

Charges computed using natural (NBO), reported in e: atom 1 (O): -0.37, atom 2 (N): 0.22, atom 3 (Cl): 0.16, atom 4 (C): -0.01, atom 5 (Cl): -0.26, atom 6 (H): 0.26

Entry 2:
The following is a quantum chemistry calculation of the molecule CHCl2NO2 in a non-equilibrium geometry, from the Open Molecules 2025 dataset.

Geometry as XYZ:
```
7
Properties=species:S:1:pos:R:3
H 1.160 -0.510 -1.638
N 0.562 -0.090 0.069
Cl -1.263 0.378 2.120
O 0.376 -0.445 -1.196
C -0.583 0.272 0.517
Cl -1.717 1.009 -0.869
O 1.465 -0.613 0.997
```

Properties
F_max (eV/A): 6.09
Orbital gap (spin up / spin down) (eV): 9.0 / 9.1
E_LUMO (spin up / spin down) (eV): -0.48 / -0.48
SMILES: [O-][N+](O)=C(Cl)Cl
E (eV): -31677.26086

Charges computed using natural (NBO), reported in e: atom 1 (H): 0.49, atom 2 (N): 0.20, atom 3 (Cl): 0.14, atom 4 (O): -0.48, atom 5 (C): 0.23, atom 6 (Cl): -0.04, atom 7 (O): -0.53

Entry 3:
The following is a quantum chemistry calculation of a cluster of 2 separate species, CHCl2O2P in total in a non-equilibrium geometry, from the Open Molecules 2025 dataset.

Geometry as XYZ:
```
7
Properties=species:S:1:pos:R:3
Cl 0.283 -1.547 2.771
O 1.685 -2.263 0.497
H -1.982 1.920 -1.525
P 0.275 -1.932 0.753
Cl 1.232 1.065 -0.567
C -0.494 1.032 -0.446
O -0.999 1.724 -1.484
```

Properties
F_max (eV/A): 2.30
Orbital gap (eV): 9.1
E_LUMO (eV): -0.81
E (eV): -39480.28295

Charges computed using natural (NBO), reported in e: atom 1 (Cl): -0.36, atom 2 (O): -0.98, atom 3 (H): 0.52, atom 4 (P): 1.32, atom 5 (Cl): -0.01, atom 6 (C): 0.19, atom 7 (O): -0.69

Entry 4:
The following is a quantum chemistry calculation of a cluster of 3 separate species, CHCl3FOP in total in a non-equilibrium geometry, from the Open Molecules 2025 dataset.

Geometry as XYZ:
```
8
Properties=species:S:1:pos:R:3
Cl -2.220 0.979 1.102
F 1.616 0.145 -1.457
C -0.627 0.391 1.486
P 0.047 0.594 -1.412
H 1.135 -2.607 -0.398
Cl -0.060 -2.185 -0.580
Cl 0.395 2.552 -1.338
O -0.285 0.131 2.598
```

Properties
F_max (eV/A): 2.63
Orbital gap (spin up / spin down) (eV): 6.7 / 8.3
E_LUMO (spin up / spin down) (eV): -1.59 / -1.07
E (eV): -52673.12776

Charges computed using natural (NBO), reported in e: atom 1 (Cl): -0.04, atom 2 (F): -0.60, atom 3 (C): 0.42, atom 4 (P): 0.95, atom 5 (H): 0.28, atom 6 (Cl): -0.24, atom 7 (Cl): -0.29, atom 8 (O): -0.48

Entry 5:
The following is a quantum chemistry calculation of a cluster of 2 separate species, CHCl3N4 in total in a non-equilibrium geometry, from the Open Molecules 2025 dataset.

Geometry as XYZ:
```
9
Properties=species:S:1:pos:R:3
Cl -1.624 2.004 -1.329
H 1.950 -1.200 -0.699
C 1.194 -0.424 -0.442
N 0.550 0.378 -1.239
Cl -2.261 -1.237 0.695
N -0.395 0.788 0.649
N -0.354 1.056 -0.633
N 0.611 -0.130 0.844
Cl 0.329 -1.235 2.155
```

Properties
F_max (eV/A): 4.28
Orbital gap (spin up / spin down) (eV): 6.0 / 6.0
E_LUMO (spin up / spin down) (eV): -2.07 / -2.07
E (eV): -44574.40134

Atom charges from the natural (NBO) analysis, given in e for atoms 1 to 8: atom 1 (Cl): 0.33, atom 2 (H): 0.28, atom 3 (C): 0.19, atom 4 (N): -0.22, atom 5 (Cl): -0.83, atom 6 (N): 0.10, atom 7 (N): 0.02, atom 8 (N): -0.20

Entry 6:
The following is a quantum chemistry calculation of a cluster of 2 separate species, CHCl3S in total in a non-equilibrium geometry, from the Open Molecules 2025 dataset.

Geometry as XYZ:
```
6
Properties=species:S:1:pos:R:3
Cl -1.846 0.316 -1.350
Cl -0.064 0.534 1.494
S 2.002 0.587 -0.441
C 0.897 -0.178 0.306
Cl 0.418 -1.838 0.148
H -1.408 0.579 -0.157
```

Properties
F_max (eV/A): 2.64
Orbital gap (eV): 9.0
E_LUMO (eV): -1.01
SMILES: S=C(Cl)Cl.Cl
E (eV): -49454.93134

Charges computed using natural (NBO), reported in e: atom 1 (Cl): -0.29, atom 2 (Cl): 0.09, atom 3 (S): 0.25, atom 4 (C): -0.37, atom 5 (Cl): 0.07, atom 6 (H): 0.25

Entry 7:
The following is a quantum chemistry calculation of the ion CHClFO2S with charge -1 in a non-equilibrium geometry, from the Open Molecules 2025 dataset.

Geometry as XYZ:
```
7
Properties=species:S:1:pos:R:3
Cl 3.362 0.761 -1.346
S 1.075 1.295 -1.310
C 0.035 -0.098 -0.784
F 0.025 -1.442 -1.267
O -0.681 0.809 -1.459
O 1.028 2.351 -0.285
H -0.228 -0.406 0.219
```

Properties
F_max (eV/A): 1.59
Orbital gap (eV): 8.9
E_LUMO (eV): 4.13
Total charge: -1
E (eV): -31223.73911

Charges computed using natural (NBO), reported in e: atom 1 (Cl): -0.67, atom 2 (S): 1.36, atom 3 (C): 0.24, atom 4 (F): -0.41, atom 5 (O): -0.71, atom 6 (O): -0.96, atom 7 (H): 0.13

Entry 8:
The following is a quantum chemistry calculation of a structure of composition CHClFO2S2 in a non-equilibrium geometry, from the Open Molecules 2025 dataset.

Geometry as XYZ:
```
8
Properties=species:S:1:pos:R:3
S -2.304 0.389 0.497
F 0.615 -0.021 0.168
O -2.636 1.517 1.400
Cl -0.184 1.740 -1.547
O -2.144 -0.873 1.098
H -0.003 1.751 0.910
S -3.072 0.349 -1.276
C -0.160 1.110 0.073
```

Properties
F_max (eV/A): 5.37
Orbital gap (eV): 8.0
E_LUMO (eV): 3.51
Total charge: -1
E (eV): -42059.08653

Charges computed using natural (NBO), reported in e: atom 1 (S): 1.83, atom 2 (F): -0.37, atom 3 (O): -0.99, atom 4 (Cl): -0.04, atom 5 (O): -0.96, atom 6 (H): 0.17, atom 7 (S): -0.60, atom 8 (C): -0.05

Which formula does entry 5 have?
CHCl3N4